Entry from OMol25: a cluster of 20 separate species, H40O20 in total at a distorted geometry (ωB97M-V/def2-TZVPD).

Geometry (Å):
1 O 1.63766 0.94713 5.17348
2 H 0.69189 0.93267 5.29528
3 H 1.95251 0.48853 4.41305
4 O 3.50887 3.94533 1.84770
5 H 2.57069 3.93035 2.03295
6 H 3.62482 4.31845 0.97347
7 O 1.73066 5.18191 0.02038
8 H 0.98853 5.52415 0.52464
9 H 1.36176 4.51998 -0.58112
10 O -3.90799 3.80615 -1.51347
11 H -3.66962 3.37970 -0.69151
12 H -3.07949 3.74837 -1.98917
13 O 0.94707 -1.67094 2.21195
14 H 1.89765 -1.65459 2.12024
15 H 0.59001 -1.55581 1.32339
16 O -0.38389 2.53769 -0.99328
17 H -0.36182 1.68793 -0.55219
18 H 0.05443 2.45047 -1.84677
19 O 0.92301 -2.61854 -1.07157
20 H 1.30702 -3.49392 -1.18671
21 H -0.03065 -2.70985 -1.12464
22 O -2.68781 4.14297 1.02441
23 H -1.84711 4.04617 1.45469
24 H -3.34158 3.48850 1.28424
25 O 2.71276 0.03451 2.66158
26 H 3.54112 -0.41320 2.46013
27 H 2.48223 0.52772 1.87491
28 O 3.65165 -1.04473 -3.55705
29 H 4.49932 -1.45646 -3.36283
30 H 3.16988 -1.68406 -4.09302
31 O -0.04316 -4.09255 2.43386
32 H -0.56571 -3.34712 2.74510
33 H 0.42225 -4.34363 3.23985
34 O -1.50895 -0.42586 3.22097
35 H -0.70602 -0.72891 2.75804
36 H -1.55436 -1.21602 3.77090
37 O 0.10851 -1.70521 -3.42942
38 H 0.06207 -2.57101 -3.85678
39 H 1.02150 -1.44551 -3.57911
40 O -4.31036 -0.15754 -2.15914
41 H -3.75620 -0.08392 -2.94412
42 H -3.70926 -0.38723 -1.45701
43 O -1.77946 -3.62356 -3.36097
44 H -1.67523 -2.85657 -2.77081
45 H -1.69708 -4.26867 -2.63710
46 O -0.17350 -5.48471 0.20379
47 H -0.59814 -4.65227 0.25761
48 H 0.36732 -5.99949 0.77751
49 O 3.83841 -2.07559 0.25713
50 H 4.57885 -2.48804 -0.21826
51 H 3.43502 -1.78006 -0.58131
52 O -2.01615 -0.87550 -0.07811
53 H -2.87235 -0.43032 -0.02829
54 H -1.63376 -0.61625 0.76146
55 O -4.93411 1.43472 0.68937
56 H -5.20047 2.26063 0.25783
57 H -5.74548 1.24577 1.16950
58 O 1.74611 3.18019 -2.91911
59 H 1.67349 2.84886 -3.82293
60 H 2.69265 3.34880 -2.83361

Calculated values
Gap between HOMO and LUMO: 10.18 eV
Net charge: 0
E: -41597.47442 eV
Energy above the lowest of the compared OMol25 structures with the same formula, charge and spin: 128.0 kcal/mol
Maximum force: 0.0832 hartree/bohr
Molar mass: 360.30 Da

Mulliken population analysis, charges in e, atoms 1 to 5: -0.63 0.31 0.37 -0.61 0.31


Entry from OMol25: a cluster of 20 separate species, H40O20 in total at a distorted geometry (ωB97M-V/def2-TZVPD).

Geometry (Å):
1 O 1.61598 1.37999 3.86355
2 H 2.31532 0.88157 3.41668
3 H 1.80085 2.23438 3.70107
4 O 1.44624 0.67399 -6.04534
5 H 2.05785 0.03309 -5.60917
6 H 1.10981 1.12705 -5.20866
7 O 1.23305 3.07333 -2.96239
8 H 0.35526 3.12987 -2.34799
9 H 1.40509 4.00345 -2.93393
10 O -2.11098 2.99193 -2.21038
11 H -2.19874 2.98129 -3.15838
12 H -3.01221 2.66551 -1.96960
13 O 1.12957 4.88737 3.29760
14 H 1.13533 3.97977 3.84127
15 H 0.18740 5.08491 3.41534
16 O -0.68485 -2.19079 -0.70155
17 H -1.43335 -2.48390 -0.25165
18 H -0.62417 -1.29728 -0.68949
19 O 0.38441 -0.75854 1.36450
20 H -0.32304 -0.35920 1.99894
21 H -0.28570 -1.33259 1.12120
22 O -1.34633 0.60431 -0.73554
23 H -1.31781 1.58245 -0.84000
24 H -1.54681 0.34407 -1.62029
25 O 2.10800 1.39047 1.24949
26 H 1.51536 1.86535 0.73093
27 H 1.93480 0.44038 1.18538
28 O 3.31285 -2.78833 0.15947
29 H 2.82669 -2.16036 -0.32438
30 H 3.53086 -3.41542 -0.56640
31 O 3.75889 -0.94348 3.27252
32 H 3.62039 -1.84844 3.03398
33 H 4.22590 -0.63511 2.51536
34 O -2.83299 3.35624 4.00626
35 H -3.26891 2.57642 4.15621
36 H -1.97703 3.21360 4.06617
37 O 0.41177 -2.19447 -3.38736
38 H -0.31512 -2.81302 -2.82019
39 H 1.03081 -2.09304 -2.67291
40 O -1.62005 -4.58656 -1.64942
41 H -2.51006 -4.59309 -1.19343
42 H -1.92834 -5.25691 -2.16356
43 O 0.91179 -3.33428 2.40544
44 H 1.43356 -3.42029 1.65505
45 H 0.00981 -3.65818 2.13446
46 O -1.22753 1.19035 4.18598
47 H -0.94008 0.20786 4.01486
48 H -0.60229 1.31240 4.87883
49 O 4.34932 -0.58107 -3.27086
50 H 3.52573 -0.78586 -3.54782
51 H 4.77344 -1.36160 -3.01074
52 O -3.70976 -1.79480 1.70082
53 H -3.88978 -0.99161 1.21631
54 H -3.01762 -1.21739 2.29798
55 O -4.98655 1.30682 0.66875
56 H -5.64759 1.58315 1.27205
57 H -4.13126 1.38802 1.04007
58 O -0.98218 -0.83397 -5.55356
59 H -0.86265 -1.29315 -4.68173
60 H -0.12238 -0.46667 -5.73981

Calculated values
Gap between HOMO and LUMO (spin up / spin down): 10.02 / 1.68 eV
Net charge: +1
E: -41584.56165 eV
2S+1: 2
⟨S²⟩: 0.757
Energy above the lowest of the compared OMol25 structures with the same formula, charge and spin: 108.3 kcal/mol
Maximum force: 0.1304 hartree/bohr
Molar mass: 360.30 Da

Mulliken population analysis, charges in e, atoms 1 to 5: -0.18 0.29 0.28 -0.71 0.34


Entry from OMol25: a cluster of 21 separate species, H41O21 in total at a distorted geometry (ωB97M-V/def2-TZVPD).

Geometry (Å):
1 O -0.51375 -2.30500 0.30394
2 H -0.66376 -2.35519 1.29882
3 H 0.32397 -2.83006 0.37746
4 O 0.09922 0.14944 -0.43643
5 H 0.54939 0.83285 0.08335
6 H 0.09365 -0.76483 -0.04150
7 O -0.98063 2.12713 -1.82373
8 H -1.34759 2.74734 -1.16929
9 H -0.51398 1.42980 -1.31798
10 O 3.05022 3.17408 -0.96532
11 H 2.72769 2.88322 -0.09938
12 H 2.29625 3.34725 -1.52968
13 O -1.08957 -0.66151 -5.39520
14 H -1.65567 -0.43549 -4.60991
15 H -0.28257 -1.04870 -5.06877
16 O 1.54843 -0.86960 -3.65173
17 H 1.49940 -1.00797 -2.71352
18 H 2.03835 -0.02004 -3.70923
19 O 1.34572 3.21804 -2.97173
20 H 0.51704 3.41323 -2.54838
21 H 1.19269 2.31957 -3.31618
22 O -3.63543 2.09391 -1.28002
23 H -3.30165 1.28190 -0.96886
24 H -4.02815 2.46796 -0.51027
25 O -1.67053 -2.33894 3.37884
26 H -2.04973 -1.50310 3.02229
27 H -2.23496 -2.89065 3.87446
28 O -2.85021 0.03205 3.11012
29 H -3.23899 -0.19913 2.19598
30 H -2.30334 0.79137 2.87589
31 O -0.50791 1.43223 2.55329
32 H 0.43214 1.74364 1.66953
33 H -0.41306 2.08584 3.24599
34 O 2.59322 -2.87288 1.97339
35 H 1.71884 -3.27375 2.30349
36 H 2.20138 -2.05897 1.60038
37 O -3.11722 -1.67754 -0.93804
38 H -2.35908 -2.28778 -0.85188
39 H -3.12501 -1.47768 -1.87819
40 O 2.13142 -0.94033 4.98921
41 H 1.19379 -1.12574 5.08847
42 H 2.27413 -0.88155 4.06771
43 O 1.62089 -3.88976 -0.20793
44 H 1.67833 -3.97374 -1.15142
45 H 2.36828 -3.27715 -0.00212
46 O 1.41875 2.03378 1.14626
47 H 1.96863 2.06676 1.96242
48 O -3.38112 0.33246 -3.25884
49 H -2.68662 0.68161 -2.71794
50 H -4.03132 0.97478 -3.39575
51 O 0.43718 -0.80165 2.93059
52 H -0.02276 0.07594 3.12114
53 H -0.12357 -1.47171 3.35879
54 O 3.41635 1.14062 -2.83565
55 H 3.52365 1.39749 -1.83058
56 H 3.34491 2.08365 -3.07688
57 O 3.32604 -0.37542 1.01382
58 H 2.44385 -0.35181 0.73510
59 H 3.25170 0.10921 1.87336
60 O -2.62205 0.58200 0.77558
61 H -2.14720 -0.09375 0.25457
62 H -1.72809 1.01226 1.08810

Calculated values
Gap between HOMO and LUMO: 9.82 eV
Net charge: -1
E: -43666.39386 eV
Energy above the lowest of the compared OMol25 structures with the same formula, charge and spin: 45.6 kcal/mol
Maximum force: 0.0681 hartree/bohr
Molar mass: 377.31 Da

Mulliken population analysis, charges in e, atoms 1 to 5: -0.69 0.43 0.20 -0.17 0.18


Entry from OMol25: a cluster of 21 separate species, H43O21 in total at a distorted geometry (ωB97M-V/def2-TZVPD).

Geometry (Å):
1 O -0.80688 -3.70824 3.05246
2 H -1.34225 3.10291 3.30251
3 H 1.41347 0.16522 -1.82220
4 O 1.22283 -0.16571 4.25428
5 H 1.46105 -1.11634 4.48145
6 H -0.49724 0.28045 -3.99165
7 O -2.30856 -4.09646 -0.00479
8 H -3.08415 -3.49702 0.17002
9 H -3.94580 -0.79243 -3.81599
10 O -2.06431 3.70924 -1.48182
11 H -2.79185 -0.19339 -3.01675
12 H 4.28929 -0.39386 -2.21827
13 O 0.01225 2.50422 -4.41839
14 H 1.06075 -0.20990 0.03790
15 H -0.07798 3.00102 -3.57489
16 O -3.38407 -0.95738 -3.04018
17 H -0.74117 1.49901 3.19945
18 H 2.36325 4.22207 -1.93256
19 O 1.68015 -3.97426 -0.19044
20 H -0.87597 2.84768 -4.68267
21 H 0.98948 3.55393 -0.37422
22 O -0.68877 0.38115 -3.05291
23 H -0.11617 -3.84394 2.38985
24 H 0.17511 3.20048 0.85424
25 O 1.80251 1.50991 2.06632
26 H -3.59718 1.16457 0.02913
27 H 1.54556 0.62280 2.63897
28 O 1.85178 0.37208 0.09398
29 H -2.85310 3.52715 -0.96156
30 H -0.92181 1.42424 1.11186
31 O -0.92377 -0.35959 2.31312
32 H -0.48321 -0.24740 3.19020
33 H 2.50700 -3.67809 -0.60759
34 O -0.81603 -3.46548 -2.40278
35 H -0.54700 -3.51798 -3.31430
36 H 1.97028 -3.57364 0.67824
37 O -3.88542 1.27675 1.00343
38 H 1.36639 2.25466 2.58499
39 H -4.83068 1.13137 0.75982
40 O 2.75582 3.48310 -1.44908
41 H 2.31155 2.63451 -1.71433
42 H -0.03929 1.05049 -2.81790
43 O 1.84628 1.00041 -2.21203
44 H -0.33881 0.29058 0.21736
45 H 1.19223 0.45039 5.00687
46 O -0.25900 -1.23195 0.07071
47 H -1.71449 -0.89840 2.55163
48 O 1.71799 -1.86922 2.47559
49 H 2.62220 -1.95860 2.15982
50 H 1.19966 -2.71434 2.65649
51 O -0.19515 1.35087 0.44986
52 H 1.26811 1.60480 1.02845
53 H -1.29302 -4.50397 2.78722
54 O 4.03568 -0.64870 -1.28486
55 H 2.44244 -0.16192 0.69395
56 H -1.66709 -3.85487 -2.22050
57 O 0.44542 4.01887 0.37943
58 H 3.14790 -0.28908 -1.37663
59 H -1.37468 3.48327 -0.84622
60 O -0.68466 2.44718 3.09388
61 H -2.84156 -4.89190 -0.20649
62 H 2.17687 0.60369 -3.02393
63 H -0.40657 -1.88708 -0.68373
64 H -0.47567 -1.46794 0.95618

Calculated values
Gap between HOMO and LUMO (spin up / spin down): 9.99 / 2.48 eV
Net charge: +2
E: -43672.97877 eV
2S+1: 2
⟨S²⟩: 0.758
Energy above the lowest of the compared OMol25 structures with the same formula, charge and spin: 122.0 kcal/mol
Maximum force: 0.0686 hartree/bohr
Molar mass: 379.32 Da

Mulliken population analysis, charges in e, atoms 1 to 5: -0.58 0.28 0.22 -0.59 0.29


Entry from OMol25: the molecule H4I2Si2 at a distorted geometry (ωB97M-V/def2-TZVPD).

Geometry (Å):
1 I -3.19162 -0.21043 -0.32506
2 Si -0.73022 -0.43872 -0.80957
3 Si 0.42650 0.87969 0.75635
4 I 3.12547 -0.16400 -0.26886
5 H -0.38773 -1.83806 -0.24990
6 H -0.32209 -0.49356 -2.32526
7 H 0.86567 2.28345 1.28868
8 H 0.21402 -0.01838 1.93362

Calculated values
Gap between HOMO and LUMO: 7.78 eV
Net charge: 0
E: -32021.01912 eV
Energy above the lowest of the compared OMol25 structures with the same formula, charge and spin: 32.1 kcal/mol
Maximum force: 0.0511 hartree/bohr
Molar mass: 314.01 Da
Structure (SMILES): I[SiH2][SiH2]I

Mulliken population analysis, charges in e, atoms 1 to 5: -0.10 0.19 0.21 -0.28 0.00


Entry from OMol25: a cluster of 2 separate species, H4IN2P in total at a distorted geometry (ωB97M-V/def2-TZVPD).

Geometry (Å):
1 N -0.67463 -0.96552 -0.89608
2 N 1.41564 0.73094 0.40799
3 P -0.81307 0.58950 -0.63103
4 I -2.13058 0.27152 1.41985
5 H -0.54214 -1.69906 -0.22295
6 H -0.29369 -1.11868 -1.79881
7 H 1.82131 1.69749 0.33693
8 H 1.21715 0.49380 1.38410

Calculated values
Gap between HOMO and LUMO: 8.11 eV
Net charge: 0
E: -20433.39575 eV
Energy above the lowest of the compared OMol25 structures with the same formula, charge and spin: 50.9 kcal/mol
Maximum force: 0.0852 hartree/bohr
Molar mass: 189.92 Da

Mulliken population analysis, charges in e, atoms 1 to 5: -0.35 -0.68 0.19 -0.07 0.27